Entry 1:
Molecular formula: C28H39BrF2NO3PS
Method: DFT, ωB97M-V/def2-TZVPD

Computed properties:
LUMO level = 0.34 eV
HOMO-LUMO gap = 8.168 eV
SMILES = [H]/N=C/C[C@]1(Br)[C@@](S)(OCCCC)OC(=O)[C@]1([C@H](C)CC)P(C)C.Fc1ccccc1.Fc1ccccc1
Strongest force on any atom = 4.08 eV/A

```
! RIJCOSX wB97M-V def2-TZVPD def2/J DEFGRID3
* xyz 0 1
H -2.70 -2.16 -1.47
N -1.92 -1.85 -0.85
C -1.22 -2.91 -0.50
C 0.05 -2.72 0.47
C -0.13 -3.47 1.92
Br -2.15 -3.69 1.96
C 0.08 -2.49 3.21
S 1.46 -1.26 3.07
O -1.13 -2.16 3.88
C -1.41 -0.74 3.94
C -1.70 -0.06 2.50
C -0.76 1.23 2.21
C -1.55 2.50 1.66
O 0.66 -3.47 4.16
C 0.75 -4.84 3.78
O 0.82 -5.79 4.57
C 0.74 -4.81 2.16
C 0.31 -6.16 1.44
C 0.02 -6.03 -0.13
C -0.95 -6.91 2.09
C -0.91 -8.50 1.83
P 2.59 -4.35 1.82
C 3.63 -4.54 3.39
C 3.28 -5.35 0.38
H -1.51 -3.91 -0.93
H 0.18 -1.59 0.58
H 0.94 -3.12 -0.12
H 1.95 -0.96 4.33
H -0.66 -0.14 4.57
H -2.40 -0.64 4.51
H -2.78 0.35 2.50
H -1.66 -0.80 1.63
H -0.03 0.92 1.38
H -0.16 1.45 3.16
H -2.03 2.35 0.64
H -0.76 3.33 1.50
H -2.29 2.96 2.42
H 1.20 -6.88 1.55
H 0.46 -6.98 -0.62
H -1.10 -6.08 -0.38
H 0.53 -5.16 -0.64
H -1.10 -6.73 3.20
H -1.91 -6.54 1.56
H -1.98 -8.93 1.91
H -0.50 -8.77 0.80
H -0.32 -9.06 2.64
H 4.74 -4.40 3.20
H 3.42 -5.58 3.81
H 3.30 -3.71 4.11
H 4.43 -5.36 0.51
H 2.96 -6.44 0.34
H 3.04 -4.81 -0.60
F -1.98 4.34 -0.88
C -1.17 5.38 -1.12
C -0.04 5.19 -1.91
C 0.80 6.27 -2.17
C 0.50 7.52 -1.63
C -0.63 7.70 -0.84
C -1.47 6.62 -0.59
H 0.17 4.21 -2.31
H 1.68 6.14 -2.79
H 1.16 8.36 -1.83
H -0.85 8.67 -0.42
H -2.36 6.74 0.02
F 1.08 9.92 -4.74
C 0.56 9.07 -5.64
C -0.04 9.58 -6.79
C -0.58 8.70 -7.72
C -0.52 7.33 -7.49
C 0.08 6.83 -6.34
C 0.63 7.71 -5.41
H -0.09 10.65 -6.94
H -1.05 9.08 -8.62
H -0.95 6.64 -8.22
H 0.12 5.76 -6.17
H 1.10 7.34 -4.51
*
```

***

Entry 2:
Molecular formula: C33H52F5N3O6SSiTeTi
Method: DFT, ωB97M-V/def2-TZVPD

Computed properties:
LUMO level = -1.24 eV
HOMO-LUMO gap = 6.754 eV
Energy above the lowest of the compared OMol25 structures with the same formula, charge and spin = 0.0 kJ/mol
Strongest force on any atom = 3.36 eV/A

```
! RIJCOSX wB97M-V def2-TZVPD def2/J DEFGRID3
* xyz 0 1
Ti 2.45 1.75 0.55
C 1.66 4.48 1.96
N 2.45 3.24 2.19
C 3.86 3.77 2.15
C 4.86 2.71 1.54
C 5.20 2.98 0.07
N 3.95 2.85 -0.64
C 3.94 2.88 -1.96
C 2.76 2.69 -2.79
C 2.69 2.26 -4.12
C 1.48 2.26 -4.80
C 0.32 2.65 -4.15
C 0.36 2.89 -2.77
C 1.54 2.80 -2.06
O 1.45 2.67 -0.73
C 2.08 2.72 3.54
C 0.58 2.46 3.65
C 0.28 1.15 2.98
N 0.84 1.03 1.58
C 0.44 -0.27 1.12
C 1.41 -1.36 0.66
C 1.19 -2.69 1.07
C 1.88 -3.78 0.58
C 2.84 -3.54 -0.39
C 3.07 -2.24 -0.83
C 2.43 -1.10 -0.24
O 2.73 0.20 -0.49
H 1.74 5.17 2.80
H 0.57 4.26 1.81
H 2.03 4.98 1.04
H 4.22 3.88 3.19
H 3.93 4.75 1.67
H 5.47 0.63 1.07
H 5.78 2.64 2.14
H 5.93 2.17 -0.19
H 5.67 3.97 -0.17
H 4.89 3.07 -2.46
H 3.64 1.89 -4.57
H 1.42 1.99 -5.82
H -0.66 2.71 -4.65
H -0.54 3.10 -2.18
H 2.44 3.47 4.28
H 2.69 1.82 3.70
H -0.08 3.23 3.22
H 0.34 2.40 4.71
H -0.81 1.02 2.80
H 0.58 0.29 3.60
H -0.30 -0.73 1.81
H 0.51 -2.90 1.89
H 1.62 -4.76 0.93
H 3.41 -4.35 -0.81
H 3.70 -2.14 -1.71
F 1.91 -2.64 4.54
Te 3.49 -1.68 3.96
F 6.28 0.19 0.76
F 4.50 -2.20 5.52
F 2.91 -0.27 5.18
F 4.05 -3.42 3.30
O 4.20 1.46 1.54
C -1.92 -1.13 -4.17
C -1.83 -2.28 -3.15
C -0.41 -2.51 -2.71
C -2.52 -3.52 -3.70
O -2.67 -1.82 -2.06
Si -2.60 -1.21 -0.57
S -0.93 0.13 -0.41
O -4.02 -0.50 -0.28
C -4.83 0.56 -0.91
C -5.77 0.95 0.24
C -5.58 -0.05 -2.06
C -3.93 1.70 -1.32
O -2.34 -2.32 0.57
C -3.19 -3.12 1.42
C -2.30 -4.27 1.87
C -3.48 -2.26 2.64
C -4.40 -3.61 0.64
H -1.37 -1.35 -5.09
H -1.50 -0.20 -3.77
H -2.96 -0.93 -4.43
H 0.14 -2.95 -3.55
H -0.40 -3.19 -1.85
H 0.11 -1.56 -2.48
H -2.10 -3.73 -4.70
H -3.58 -3.37 -3.86
H -2.36 -4.41 -3.10
H -6.48 0.15 0.45
H -6.41 1.80 -0.03
H -5.23 1.20 1.16
H -6.25 -0.84 -1.71
H -4.93 -0.53 -2.80
H -6.18 0.68 -2.60
H -3.32 2.11 -0.50
H -4.49 2.55 -1.72
H -3.22 1.43 -2.12
H -1.38 -3.86 2.26
H -2.06 -4.90 1.02
H -2.78 -4.88 2.65
H -2.55 -2.12 3.15
H -4.18 -2.78 3.30
H -3.95 -1.32 2.36
H -4.09 -4.14 -0.29
H -5.09 -2.75 0.40
H -4.95 -4.31 1.26
*
```

***

HOMO level / eV: -7.83, -8.00
E_tot / Ha: -4883.882032, -4209.175564